Formula: C40H104N6O14
Source: the OMol25 dataset
Level of theory: the ωB97M-V functional and the def2-TZVPD basis

As for the SMILES: COC[C@H](C)N.COCCNCCOC.COCCNCCOC.COCCNCCOC.COCCNCCOC.COCCNCCOC.CCO.CCO.CCO. As for the relative energy (zero: lowest compared OMol25 entry of this formula, charge and spin): 1.917 eV. The value obtained for the frontier orbital gap is 8.9 eV. As for the electronic energy: -2967.86544 hartree.

CARTESIAN COORDINATES (ANGSTROEM)
C -7.71043 -3.24429 -6.56941
O -7.40033 -4.58697 -6.93614
C -8.54353 -5.44995 -7.01498
C -9.43251 -5.44468 -5.72027
C -8.72137 -5.91817 -4.42488
N -10.52789 -6.40572 -5.85076
H -7.92363 -3.14716 -5.50488
H -8.60171 -2.80899 -7.02132
H -6.87990 -2.59015 -6.83477
H -9.02834 -5.29577 -7.97898
H -8.07247 -6.42500 -7.13954
H -9.89373 -4.45753 -5.69025
H -8.53486 -6.99155 -4.45841
H -9.24228 -5.71951 -3.48823
H -7.73126 -5.48081 -4.29641
H -10.96302 -6.17861 -6.73347
H -10.09431 -7.29544 -6.05193
C -4.04524 -1.75919 10.94884
O -4.76857 -1.22742 9.88857
C -4.03276 -0.27816 9.15763
C -4.79706 0.27155 7.91983
N -4.65942 -0.65307 6.74526
C -5.30872 -0.08400 5.56698
C -5.71252 -1.24008 4.63067
O -6.20081 -0.64236 3.42066
C -6.81412 -1.50004 2.53122
H -3.78241 -0.99203 11.67719
H -3.09372 -2.22524 10.69291
H -4.65189 -2.52106 11.43838
H -3.06735 -0.64094 8.80480
H -3.86042 0.57588 9.81262
H -4.45255 1.27427 7.66695
H -5.81075 0.51174 8.24050
H -5.05374 -1.55551 6.96931
H -4.63685 0.65722 5.13419
H -6.27410 0.32872 5.85986
H -6.49361 -1.85777 5.07391
H -4.90404 -1.93200 4.39462
H -6.08077 -2.23252 2.19394
H -7.26355 -1.02735 1.65789
H -7.50785 -2.20612 2.98759
C 1.01307 1.69662 6.66608
O 1.24547 0.97378 5.47446
C 0.22915 0.01082 5.07437
C 0.34999 -1.24054 5.85333
N -0.78545 -2.15544 5.53625
C -0.44860 -3.42954 6.14732
C -1.57151 -4.48216 6.03454
O -2.77212 -4.08529 6.72294
C -2.76674 -4.17188 8.11065
H 1.89848 2.31942 6.79364
H 0.84948 1.10543 7.56711
H 0.18868 2.40967 6.66108
H 0.46848 -0.13735 4.02135
H -0.76408 0.45884 5.04522
H 0.43940 -1.11544 6.93243
H 1.31512 -1.68581 5.61174
H -1.60661 -1.80871 6.01120
H -0.19596 -3.35342 7.20491
H 0.48738 -3.80930 5.73763
H -1.15284 -5.42548 6.38520
H -1.77847 -4.57828 4.96870
H -3.69270 -3.99449 8.65765
H -2.10043 -3.38716 8.46891
H -2.47036 -5.17936 8.40264
C 9.93090 -2.57789 12.89596
O 9.24344 -3.28405 11.82108
C 9.24622 -2.49151 10.62830
C 8.31409 -3.17951 9.66158
N 8.32905 -2.43220 8.41797
C 7.38842 -2.86148 7.38194
C 7.37108 -1.85251 6.26133
O 6.56493 -2.27522 5.20324
C 6.40351 -1.39970 4.19178
H 9.81954 -3.34372 13.66355
H 9.32121 -1.70830 13.14129
H 11.01095 -2.50185 12.77024
H 10.27234 -2.39882 10.27249
H 8.96094 -1.45906 10.83020
H 7.29015 -3.15023 10.03412
H 8.53289 -4.23581 9.50522
H 9.26639 -2.37744 8.04584
H 6.47808 -2.86869 7.98137
H 7.51792 -3.86889 6.98642
H 8.39868 -1.80431 5.90105
H 7.23725 -0.82833 6.60952
H 6.24334 -0.38391 4.55319
H 5.54868 -1.65764 3.56661
H 7.27451 -1.25259 3.55318
C -2.14929 4.83761 -8.12259
O -2.08487 5.62913 -9.30393
C -1.20711 6.73390 -9.23917
C -1.33981 7.44695 -10.57579
N -2.41232 8.43407 -10.63143
C -3.73848 7.84100 -10.69040
C -4.92900 8.84311 -10.73306
O -5.09957 9.46486 -11.96916
C -5.30661 8.53481 -13.00961
H -2.76793 3.97808 -8.38062
H -2.60590 5.37161 -7.28925
H -1.17100 4.59317 -7.70870
H -0.18924 6.38739 -9.06035
H -1.48257 7.35197 -8.38466
H -1.41135 6.58691 -11.24160
H -0.44198 8.02564 -10.79287
H -2.29378 9.07974 -11.39899
H -3.95870 7.24252 -9.80642
H -3.72739 7.07829 -11.46902
H -4.88481 9.62686 -9.97682
H -5.86534 8.31346 -10.55736
H -4.35106 8.06674 -13.24612
H -5.61864 9.11763 -13.87625
H -6.06716 7.76594 -12.87360
C 6.51224 7.68747 -7.84122
O 6.53922 6.50976 -7.04245
C 7.83042 6.19045 -6.71457
C 8.09975 6.47064 -5.26531
N 7.24665 5.63916 -4.49570
C 7.08922 6.05805 -3.09697
C 6.12080 5.13314 -2.52787
O 4.70100 5.43485 -2.92356
C 3.75022 4.55223 -2.32303
H 7.10016 7.65898 -8.75863
H 6.86273 8.57977 -7.32251
H 5.47367 7.89552 -8.09850
H 8.60707 6.68007 -7.30210
H 8.05517 5.12419 -6.68829
H 7.80749 7.51795 -5.18908
H 9.14924 6.34732 -4.99799
H 6.43183 5.51696 -5.07987
H 6.72498 7.08229 -3.01714
H 8.07082 6.07542 -2.62341
H 6.26418 5.15471 -1.44756
H 6.32922 4.09685 -2.79390
H 3.80898 4.69219 -1.24365
H 3.96671 3.51122 -2.56290
H 2.75982 4.79662 -2.70707
C 5.40492 -2.03854 -3.89881
C 4.09142 -2.70046 -3.95213
O 4.39880 -4.04090 -4.19323
H 6.02644 -2.41105 -3.08454
H 5.24442 -1.01704 -3.55400
H 5.81162 -2.14655 -4.90431
H 3.56100 -2.23801 -4.78454
H 3.53301 -2.51573 -3.03444
H 3.62834 -4.55632 -3.94359
C -2.07699 -1.59350 -1.96144
C -1.45854 -1.51072 -0.58325
O -1.53408 -2.78646 0.09704
H -3.15945 -1.47253 -1.91967
H -1.75843 -2.51223 -2.45393
H -1.74841 -0.77141 -2.59728
H -2.07363 -0.80334 -0.02705
H -0.41777 -1.20021 -0.67554
H -1.47206 -2.62518 1.04136
C -2.60740 -8.09409 -1.28681
C -1.19590 -8.30633 -1.63179
O -0.51266 -7.11768 -1.88846
H -3.17202 -7.77606 -2.16326
H -2.74586 -7.51408 -0.37438
H -2.95746 -9.10634 -1.08455
H -1.13389 -9.12726 -2.34616
H -0.66901 -8.63045 -0.73433
H -0.97304 -6.49017 -1.32641

Force components x, y, z for each atom (eV/Å):
-0.05 0.01 0.20
-0.59 0.74 0.09
1.42 -0.23 1.11
0.22 -0.80 -0.22
0.98 0.83 -0.35
-0.19 0.31 -0.88
0.34 -0.14 0.30
-0.20 -0.35 -0.65
0.13 -0.29 0.05
-0.84 0.46 0.22
-0.11 -0.34 0.26
0.12 0.08 0.62
-0.20 -0.11 -0.24
-0.46 0.11 -0.35
0.09 0.22 -0.18
-0.70 -0.02 -0.20
0.04 -0.49 0.22
0.19 -0.23 0.85
-0.21 -0.38 -1.04
-0.40 1.37 -0.79
0.44 -1.32 0.33
0.12 1.33 1.06
-0.55 -1.64 0.31
0.16 0.79 -1.16
-0.02 1.05 0.90
0.52 -1.99 -0.23
-0.13 0.26 0.24
0.13 -0.12 -0.57
-0.10 0.12 -0.04
0.16 -0.38 0.12
0.27 0.23 0.21
0.72 -0.19 -0.24
-0.61 -0.57 -0.11
-0.14 -0.08 0.18
-0.29 -0.06 -0.33
-0.03 0.74 -0.14
-0.29 0.09 0.30
0.45 0.07 0.01
0.49 0.00 -0.68
0.12 0.40 0.39
-0.81 0.44 0.43
0.34 0.43 0.07
-0.93 -0.30 0.11
1.01 1.89 -0.48
-0.65 -1.00 0.07
1.49 -0.05 0.35
-0.62 -0.85 0.35
0.62 1.07 0.17
-0.65 -0.19 -1.62
1.12 -0.03 0.60
0.11 -0.19 0.20
0.24 -0.46 -0.03
-0.46 -0.05 -0.64
0.00 -0.41 0.02
-0.23 0.08 0.55
-0.26 0.55 0.30
-0.14 -0.38 -0.39
-0.35 0.21 -0.03
-0.05 0.37 0.53
-0.15 -0.18 -0.53
-0.31 -0.26 0.30
-0.58 -0.07 0.14
-0.61 0.16 -1.00
0.44 -0.27 0.61
0.48 -0.03 0.33
-1.48 -2.48 -0.19
0.95 1.44 -0.08
0.08 -0.91 0.85
-0.33 0.55 -0.82
0.42 0.27 -0.87
-0.54 0.39 1.50
1.35 -0.13 -0.19
-0.54 -1.61 1.58
-0.17 2.12 -1.40
0.03 0.46 0.61
0.68 0.37 0.10
-0.09 0.72 -0.51
0.24 -0.30 -0.43
-0.54 0.07 0.07
-0.03 0.09 0.27
0.42 -0.23 0.27
0.21 -0.09 -0.01
-0.68 -0.08 -0.64
0.29 -0.19 -0.10
0.57 -0.08 -0.27
-0.93 0.10 0.11
-0.42 0.30 0.30
0.07 -0.25 0.10
0.44 -0.53 -0.26
-0.16 0.69 -0.20
-0.08 -0.73 0.43
-0.40 0.10 0.32
0.41 0.72 0.55
-0.47 -0.21 0.50
-0.70 0.17 0.81
0.37 -0.93 -0.25
-0.25 0.41 -0.68
0.56 0.78 -0.86
0.33 -0.10 0.21
-0.49 0.31 -0.03
0.33 -0.48 -0.49
0.29 -0.09 -0.16
-0.06 0.40 0.03
-0.21 0.16 -0.81
0.25 -0.33 0.00
0.12 -0.08 -0.10
0.47 0.10 0.36
-0.63 0.03 -0.47
0.49 -0.06 0.00
-0.02 -0.55 0.41
-0.08 -0.30 -0.22
0.06 0.02 -0.03
-0.12 -0.03 0.67
-0.86 0.53 0.11
-0.65 0.75 -1.41
2.64 -1.28 1.19
-0.13 1.44 -0.18
0.99 -0.21 0.19
-0.37 0.41 -2.65
-2.39 -1.16 1.67
1.85 -0.18 0.27
0.98 0.46 -0.09
0.08 -0.64 -0.09
0.16 -0.04 0.49
0.01 -0.22 -0.04
-0.22 0.10 -0.41
-0.58 -0.51 -1.17
0.27 0.70 0.67
0.14 0.04 -0.07
-0.82 0.04 1.01
-0.25 0.34 0.03
-0.04 -0.52 0.17
-0.73 0.15 0.45
0.06 -0.03 -0.38
-0.34 -0.17 0.20
0.06 -0.18 -0.03
0.14 0.16 0.07
0.41 1.18 0.80
0.01 0.48 0.05
-0.75 -1.06 0.12
0.23 -0.63 -0.43
0.14 0.49 -0.76
0.66 0.38 0.36
-0.52 -0.18 -0.12
-0.21 -0.33 0.14
0.00 -0.34 -0.16
0.07 -0.01 -0.22
-0.52 -0.37 0.21
-0.04 0.35 -0.63
-0.04 -0.56 0.01
-0.31 -0.09 -0.03
0.28 0.12 0.13
0.47 0.35 0.25
0.04 0.14 0.27
0.05 0.04 0.05
-1.12 -1.10 -0.13
1.13 -0.66 1.80
0.22 0.92 -1.44
-0.15 0.53 0.26
-0.18 0.32 -0.27
-0.48 -0.03 0.30
0.55 0.64 -0.67
-0.23 -1.06 0.26
0.26 0.49 -0.11

Mulliken atomic charge list, values in e, 2 entries: -0.74 -0.37